{
  "formula": "C3H4N2O",
  "method": "wB97M-V/def2-TZVPD",
  "species": ["O", "C", "C", "N", "C", "N", "H", "H", "H", "H"],
  "xyz": [[-1.8416, -0.8928, 0.0670], [-0.9920, 0.0781, -0.0901], [-0.5511, 1.2795, -0.1049], [0.5944, 0.8894, 0.6421], [1.3926, -0.1164, 0.1880], [0.8968, -1.2414, -0.1814], [-2.7220, -0.5143, 0.2271], [-0.8273, 2.2945, -0.3727], [2.4672, 0.0996, 0.2147], [1.5830, -1.8761, -0.5896]],
  "lumo_ev": 0.4003,
  "max_force_ev_per_a": 0.4,
  "total_energy_ha": -301.2827,
  "total_charge": 0,
  "homo_lumo_gap_ev": 8.7,
  "homo_energy_ha": -0.3063
}

---

{
  "formula": "C5H30NO11",
  "method": "wB97M-V/def2-TZVPD",
  "species": ["C", "O", "C", "C", "C", "C", "O", "N", "H", "H", "H", "H", "H", "H", "H", "H", "H", "H", "H", "H", "H", "H", "O", "H", "H", "O", "H", "H", "O", "H", "H", "O", "H", "H", "O", "H", "H", "O", "H", "H", "O", "H", "H", "O", "H", "H", "O"],
  "xyz": [[-1.2508, 1.9449, 0.5489], [-1.5614, 1.5814, 1.7984], [0.1439, 1.2827, 0.1309], [0.1215, -0.0323, -0.6561], [-0.7570, -1.1352, -0.0209], [-0.4457, -1.5670, 1.4078], [0.6880, -2.4385, 1.4735], [0.9807, 2.1552, -0.6319], [-1.3642, 3.0250, 0.2850], [-1.9262, 1.5389, -0.2211], [0.6876, 1.0127, 1.0516], [-0.1878, 0.0799, -1.6830], [1.1703, -0.3182, -0.7721], [-1.7610, -0.7072, 0.0308], [-0.9091, -2.0055, -0.6628], [-0.2714, -0.7598, 2.1171], [-1.3423, -2.0689, 1.7797], [1.0778, -2.4993, 0.6081], [1.1251, 2.0098, -1.6350], [0.8781, 3.1319, -0.3932], [-4.0639, -0.0887, -2.1434], [-3.4803, 0.3693, -0.8513], [-3.4681, 0.6019, -1.7944], [2.2143, -3.0119, -2.5306], [1.5351, -2.2186, -1.5045], [1.4272, -2.4544, -2.4255], [-0.8439, 1.9639, -2.8547], [-0.4064, 0.6399, -3.6052], [-0.1019, 1.5559, -3.3377], [-2.8022, 0.6018, 1.6044], [-4.1243, -0.0003, 2.1382], [-3.6629, 0.1811, 1.3133], [3.5472, 0.0883, 1.7574], [3.4891, 1.3339, 0.7863], [3.7055, 0.4139, 0.8413], [1.7208, -1.2916, 2.5969], [1.5327, 0.1360, 3.2460], [2.2187, -0.5369, 2.9690], [-1.0714, -1.3934, -2.7984], [-2.1616, -0.2283, -2.6727], [-1.4873, -0.6602, -3.2445], [-0.5894, 1.4556, 2.6240], [0.8400, 2.1692, 3.0991], [0.4338, 1.2779, 3.1171], [3.9649, -2.3579, -0.2908], [3.3672, -0.9305, -0.1408], [3.1709, -1.8466, -0.4541]],
  "lumo_ev": [0.2281, -3.8965],
  "max_force_ev_per_a": 3.2,
  "total_energy_ha": -1090.7934,
  "total_charge": 0,
  "spin_multiplicity": 2,
  "homo_lumo_gap_ev": [10.5, 6.0],
  "homo_energy_ha": [-0.3782, -0.3655]
}